C4H6Cl2 in the gas phase, computed with ωB97M-V with the def2-TZVPD basis set.

The geometry in XYZ format:
```
12
C4H6Cl2, DFT ωB97M-V with the def2-TZVPD basis set
C 1.18 -0.49 0.95
C 0.70 0.70 0.19
C -0.46 0.71 -0.48
C -1.35 -0.48 -0.70
H 1.22 -0.27 2.01
H 2.20 -0.73 0.67
H 0.60 -1.39 0.74
H -2.35 -0.17 -0.42
H -1.00 -1.40 -0.23
H -1.37 -0.69 -1.77
Cl 1.65 2.09 0.36
Cl -1.02 2.12 -1.32
```

## Properties
* charge: 0
* ΔE to the lowest compared entry with this formula, charge and spin: 0.00 kJ/mol
* orbital gap: 9.9 eV
* maximum force: 1.9 eV/Å
* HOMO: -8.934 eV